# 1
C16H39INiP2Si | wB97M-V/def2-TZVPD

Relative energy (zero: lowest compared OMol25 entry of this formula, charge and spin) ... 0.000 eV
Kohn-Sham gap ... 7.89 eV
Max |F| ... 0.002 hartree/bohr

Last column: Mulliken charge in e.
Atoms and positions in Å:
Ni1 0.162 -0.165 0.645  -0.24
C1 -3.032 -1.765 1.072  -1.44
P1 -2.107 -0.259 0.615  0.92
C2 -2.952 0.219 -0.931  -1.56
C3 -2.717 0.986 1.836  -1.19
C4 -1.624 1.177 2.892  -0.83
P2 -0.026 1.503 2.027  0.71
C5 1.149 1.565 3.416  -1.41
C6 -0.226 3.273 1.612  -1.50
H1 -2.814 -2.029 2.106  0.36
H2 -2.708 -2.599 0.447  0.37
H3 -4.106 -1.617 0.946  0.44
H4 -4.034 0.277 -0.796  0.46
H5 -2.729 -0.520 -1.703  0.39
H6 -2.578 1.183 -1.276  0.37
H7 -3.668 0.686 2.280  0.49
H8 -2.893 1.922 1.298  0.38
H9 -1.483 0.252 3.459  0.36
H10 -1.866 1.973 3.600  0.61
H11 0.786 2.210 4.218  0.49
H12 2.109 1.939 3.063  0.30
H13 1.297 0.552 3.792  0.32
H14 -0.662 3.805 2.459  0.43
H15 -0.870 3.393 0.740  0.40
H16 0.741 3.711 1.377  0.43
I1 0.442 -2.589 2.108  -0.19
C7 0.465 -1.922 0.007  -2.06
H17 -0.362 -2.471 -0.443  0.79
H18 1.391 -2.340 -0.363  0.95
C8 2.457 2.278 -0.249  -1.49
Si1 2.090 0.411 -0.424  0.51
C9 3.775 -0.390 0.139  2.41
C10 4.973 0.457 -0.322  -1.95
C11 4.015 -1.822 -0.354  -1.76
C12 3.808 -0.400 1.672  -1.49
C13 1.779 0.246 -2.339  2.52
C14 1.347 -1.148 -2.801  -1.69
C15 3.005 0.646 -3.169  -2.05
C16 0.632 1.208 -2.687  -2.15
H19 3.253 2.604 -0.921  0.48
H20 2.771 2.534 0.767  0.33
H21 1.571 2.868 -0.481  0.35
H22 5.024 0.568 -1.404  0.28
H23 5.901 -0.027 0.003  0.55
H24 4.958 1.455 0.117  0.33
H25 4.019 -1.886 -1.444  0.26
H26 3.283 -2.532 0.029  0.33
H27 4.996 -2.165 -0.005  0.55
H28 3.676 0.605 2.080  0.23
H29 4.780 -0.767 2.024  0.53
H30 3.032 -1.037 2.096  0.13
H31 2.073 -1.922 -2.546  0.27
H32 1.233 -1.152 -3.891  0.58
H33 0.384 -1.431 -2.372  0.09
H34 3.818 -0.074 -3.064  0.37
H35 3.389 1.632 -2.902  0.32
H36 2.736 0.677 -4.232  0.54
H37 -0.254 0.997 -2.081  0.24
H38 0.354 1.093 -3.742  0.50
H39 0.908 2.252 -2.534  0.30

# 2
C21H19ClN2O5S | wB97M-V/def2-TZVPD

Relative energy (zero: lowest compared OMol25 entry of this formula, charge and spin) ... 1.707 eV
Kohn-Sham gap ... 9.10 eV
Max |F| ... 0.034 hartree/bohr

Last column: Mulliken charge in e.
Atoms and positions in Å:
O1 1.227 -3.151 -1.633  -0.69
C1 1.430 -2.827 -0.476  0.51
N1 0.434 -2.376 0.326  0.34
C2 -0.901 -2.269 -0.225  -1.48
C3 -1.510 -0.914 0.112  0.62
N2 -1.462 -0.679 1.543  0.15
C4 -1.795 0.486 2.158  0.18
O2 -1.682 0.626 3.367  -0.73
C5 -2.296 1.607 1.351  0.77
C6 -2.641 2.849 1.831  -0.80
C7 -2.991 3.629 0.713  -0.69
C8 -2.844 2.817 -0.382  0.46
C9 -2.974 3.084 -1.818  -1.11
H1 -3.770 3.792 -2.034  0.53
H2 -3.109 2.170 -2.393  0.35
S1 -1.413 3.904 -2.534  0.39
O3 -1.558 3.742 -3.975  -0.61
C10 -0.290 2.573 -1.993  0.30
C11 0.023 1.549 -2.867  -0.51
C12 0.898 0.553 -2.465  -0.48
C13 1.451 0.585 -1.196  -0.93
C14 1.121 1.619 -0.329  0.57
C15 0.259 2.631 -0.724  -0.80
H3 0.016 3.441 -0.054  0.52
Cl1 1.780 1.646 1.270  -0.19
H4 2.133 -0.188 -0.881  0.65
H5 1.149 -0.258 -3.130  0.47
H6 -0.415 1.556 -3.854  0.50
O4 -2.424 1.594 0.001  -0.05
H7 -3.312 4.650 0.712  0.54
H8 -2.631 3.140 2.860  0.61
C16 -0.782 -1.692 2.321  -1.50
C17 0.589 -1.954 1.705  -0.17
H9 1.127 -2.716 2.277  0.63
H10 1.156 -1.018 1.750  -0.05
H11 -0.672 -1.299 3.334  0.50
H12 -1.379 -2.608 2.364  0.33
H13 -0.948 -0.138 -0.416  -0.57
H14 -2.548 -0.886 -0.239  0.56
H15 -0.813 -2.380 -1.308  0.48
H16 -1.531 -3.082 0.152  0.29
C18 2.792 -2.926 0.108  0.05
C19 3.565 -2.117 0.903  0.15
C20 4.835 -2.729 0.975  -0.79
C21 4.745 -3.861 0.222  -0.49
O5 3.527 -3.980 -0.309  -0.33
H17 5.455 -4.634 0.005  0.48
H18 5.690 -2.373 1.512  0.46
H19 3.292 -1.190 1.363  0.59

# 3
C5H6O2 | wB97M-V/def2-TZVPD

Relative energy (zero: lowest compared OMol25 entry of this formula, charge and spin) ... 2.530 eV
Kohn-Sham gap ... 10.65 eV
Max |F| ... 0.012 hartree/bohr

Last column: Mulliken charge in e.
Atoms and positions in Å:
O1 1.778 -0.190 2.265  -0.46
C1 1.653 0.449 1.253  0.01
C2 0.595 1.531 1.057  -0.44
C3 -0.298 0.891 0.089  -0.13
C4 -0.752 0.118 -0.718  0.23
C5 -1.214 -0.982 -1.575  -0.49
O2 -0.973 -2.236 -0.968  -0.51
H1 2.246 0.233 0.341  0.36
H2 0.119 1.755 2.015  0.28
H3 1.037 2.444 0.641  0.30
H4 -2.272 -0.852 -1.840  0.26
H5 -0.637 -0.980 -2.505  0.27
H6 -1.283 -2.182 -0.055  0.32

# 4
C5H13NO | wB97M-V/def2-TZVPD

Relative energy (zero: lowest compared OMol25 entry of this formula, charge and spin) ... 3.920 eV
Kohn-Sham gap (alpha / beta) ... 2.58 / 9.55 eV
Multiplicity ... 2
Max |F| ... 0.100 hartree/bohr
Charge ... -1

Last column: Mulliken charge in e.
Atoms and positions in Å:
C1 -2.217 -1.195 -0.380  -3.54
N1 -0.761 -0.716 -0.729  0.18
C2 -0.222 0.402 0.159  -0.02
C3 1.451 0.376 0.039  -0.10
C4 1.957 -0.643 1.005  -2.10
O1 1.881 0.143 -1.229  -0.33
C5 -0.750 1.765 -0.303  -1.39
H1 -2.771 -0.342 -0.323  0.88
H2 -2.278 -2.027 -1.055  1.16
H3 -2.277 -1.721 0.597  0.34
H4 -0.189 -1.466 -0.335  0.32
H5 -0.629 0.210 1.147  0.44
H6 1.917 1.315 0.395  0.17
H7 1.596 -0.305 1.952  0.64
H8 1.667 -1.518 0.603  0.57
H9 3.054 -0.485 0.965  0.30
H10 1.053 0.198 -1.719  0.36
H11 0.011 1.980 -0.950  0.49
H12 -0.723 2.653 0.367  0.35
H13 -1.769 1.375 -0.207  0.30

# 5
C42H106N6O14 | wB97M-V/def2-TZVPD

Relative energy (zero: lowest compared OMol25 entry of this formula, charge and spin) ... 0.911 eV
Kohn-Sham gap ... 9.13 eV
Max |F| ... 0.062 hartree/bohr

Last column: Mulliken charge in e.
Atoms and positions in Å:
C1 -16.114 10.617 -15.973  -0.42
O1 -15.013 11.486 -15.742  0.14
C2 -15.017 12.003 -14.405  -0.91
C3 -13.725 12.769 -14.091  -0.42
N1 -13.659 13.934 -14.928  -0.23
C4 -12.517 14.742 -14.599  -0.51
C5 -12.579 16.116 -15.337  -0.87
O2 -12.513 15.836 -16.691  0.08
C6 -12.447 16.929 -17.598  -0.94
H1 -17.052 11.157 -15.844  0.39
H2 -16.059 9.784 -15.271  -0.16
H3 -16.188 10.301 -17.013  0.15
H4 -15.217 11.224 -13.670  0.53
H5 -15.839 12.711 -14.292  0.39
H6 -12.881 12.082 -14.135  -0.01
H7 -13.816 13.085 -13.052  0.55
H8 -13.596 13.644 -15.894  0.11
H9 -11.627 14.160 -14.842  0.11
H10 -12.528 14.935 -13.527  0.46
H11 -11.725 16.745 -15.084  0.45
H12 -13.512 16.603 -15.053  0.35
H13 -11.586 17.524 -17.293  0.50
H14 -13.312 17.593 -17.572  0.36
H15 -12.340 16.537 -18.609  0.09
C7 -9.165 14.649 -17.776  -0.88
O3 -8.860 13.495 -18.543  -0.02
C8 -7.748 12.797 -17.938  -0.50
C9 -7.366 11.612 -18.842  -1.15
N2 -8.456 10.698 -19.195  0.18
C10 -8.109 9.743 -20.281  -1.18
C11 -9.248 8.710 -20.500  -0.54
O4 -10.492 9.373 -20.549  -0.06
C12 -11.553 8.436 -20.670  -0.76
H16 -10.063 15.205 -18.046  0.00
H17 -8.384 15.406 -17.848  0.48
H18 -9.285 14.490 -16.704  0.39
H19 -8.068 12.378 -16.984  0.25
H20 -6.963 13.546 -17.839  0.56
H21 -6.494 11.107 -18.425  0.54
H22 -7.006 12.067 -19.765  0.40
H23 -9.283 11.211 -19.465  -0.13
H24 -7.152 9.297 -20.009  0.47
H25 -7.865 10.238 -21.220  0.33
H26 -9.161 7.964 -19.711  0.22
H27 -9.131 8.069 -21.374  0.58
H28 -11.616 7.829 -19.767  0.28
H29 -11.365 7.833 -21.558  0.42
H30 -12.530 8.900 -20.806  0.07
C13 -6.776 16.217 -25.594  -0.76
O5 -8.058 15.899 -25.043  -0.28
C14 -9.094 16.355 -25.888  -0.56
C15 -10.485 15.743 -25.586  -0.58
N3 -10.795 15.529 -24.183  -0.35
C16 -11.764 14.420 -24.019  -1.10
C17 -12.025 14.059 -22.462  0.06
O6 -10.791 13.594 -22.006  -0.40
C18 -10.745 13.011 -20.705  0.04
H31 -6.074 15.800 -24.872  0.23
H32 -6.687 17.303 -25.602  0.30
H33 -6.703 15.616 -26.501  0.33
H34 -8.858 16.141 -26.931  0.41
H35 -9.075 17.442 -25.813  0.36
H36 -10.379 14.757 -26.038  0.30
H37 -11.330 16.228 -26.073  0.30
H38 -9.936 15.261 -23.725  0.28
H39 -11.440 13.529 -24.556  0.46
H40 -12.723 14.620 -24.497  0.49
H41 -12.846 13.365 -22.282  0.17
H42 -12.218 15.007 -21.961  0.08
H43 -9.746 12.620 -20.516  0.12
H44 -11.401 12.145 -20.791  0.13
H45 -11.144 13.724 -19.983  -0.01
C19 -8.205 8.472 -11.056  -0.77
O7 -7.401 8.891 -12.131  -0.36
C20 -8.096 8.830 -13.383  -0.48
C21 -7.196 9.624 -14.417  -0.21
N4 -5.854 9.060 -14.416  -0.38
C22 -4.862 9.873 -15.166  -0.14
C23 -3.495 9.262 -15.337  -0.54
O8 -2.755 10.043 -16.298  -0.27
C24 -1.372 9.735 -16.323  -0.75
H46 -9.072 9.120 -10.930  0.26
H47 -7.632 8.320 -10.141  0.27
H48 -8.485 7.464 -11.364  0.32
H49 -9.066 9.327 -13.379  0.29
H50 -8.234 7.794 -13.691  0.37
H51 -7.252 10.682 -14.159  0.23
H52 -7.572 9.421 -15.420  0.10
H53 -5.624 9.106 -13.433  0.30
H54 -4.830 10.891 -14.777  0.31
H55 -5.288 9.984 -16.164  -0.08
H56 -3.542 8.221 -15.656  0.35
H57 -3.032 9.265 -14.350  0.33
H58 -0.918 10.299 -17.138  0.25
H59 -1.144 8.678 -16.465  0.30
H60 -0.857 10.063 -15.420  0.30
C25 -14.097 10.835 -19.426  -0.14
O9 -14.371 11.363 -20.694  -0.16
C26 -15.772 11.411 -21.008  -0.63
C27 -16.226 12.643 -21.903  -0.56
N5 -16.558 13.807 -21.047  -0.47
C28 -15.446 14.375 -20.353  1.01
C29 -15.864 15.576 -19.470  -0.51
O10 -16.235 16.713 -20.285  -0.44
C30 -15.104 17.392 -20.817  -0.44
H61 -14.451 9.815 -19.272  0.29
H62 -14.512 11.393 -18.586  0.56
H63 -13.011 10.884 -19.354  -0.66
H64 -16.430 11.419 -20.139  0.29
H65 -15.938 10.559 -21.666  0.37
H66 -17.062 12.312 -22.519  0.48
H67 -15.385 12.918 -22.539  0.17
H68 -16.893 14.481 -21.721  0.29
H69 -14.568 14.651 -20.937  -0.38
H70 -14.994 13.663 -19.664  -0.32
H71 -14.988 15.796 -18.859  0.11
H72 -16.647 15.288 -18.769  0.43
H73 -14.329 17.502 -20.058  0.13
H74 -15.447 18.378 -21.131  0.28
H75 -14.754 16.860 -21.702  0.20
C31 -16.657 2.620 -13.744  -0.79
O11 -15.665 3.090 -14.598  -0.29
C32 -14.361 2.462 -14.503  -0.66
C33 -13.288 3.167 -15.402  -0.51
N6 -12.996 4.528 -15.059  0.04
C34 -11.751 5.104 -15.612  -0.77
C35 -11.689 5.349 -17.172  -0.85
O12 -12.636 6.407 -17.471  0.14
C36 -13.764 6.069 -18.228  -0.91
H76 -17.643 2.869 -14.137  0.23
H77 -16.501 3.114 -12.784  0.31
H78 -16.637 1.533 -13.666  0.33
H79 -14.501 1.414 -14.768  0.42
H80 -14.170 2.509 -13.431  0.38
H81 -13.536 3.107 -16.462  0.29
H82 -12.388 2.569 -15.259  0.42
H83 -13.776 5.057 -15.422  -0.14
H84 -10.889 4.485 -15.362  0.51
H85 -11.595 6.089 -15.171  0.09
H86 -11.861 4.400 -17.679  0.48
H87 -10.694 5.610 -17.534  0.45
H88 -13.530 5.856 -19.271  0.30
H89 -14.499 6.873 -18.191  0.20
H90 -14.286 5.219 -17.788  0.37
C37 -11.624 9.644 -15.671  -0.79
C38 -10.988 10.229 -16.930  1.60
C39 -11.344 11.716 -16.978  0.52
O13 -9.616 10.174 -16.685  -0.34
H91 -11.193 10.132 -14.798  0.32
H92 -11.364 8.597 -15.513  -0.13
H93 -12.696 9.843 -15.653  -0.13
H94 -11.265 9.774 -17.881  -0.60
H95 -12.413 11.908 -17.075  -0.35
H96 -10.965 12.146 -17.905  -0.51
H97 -10.975 12.312 -16.143  0.27
H98 -9.148 10.369 -17.500  0.13
C40 -14.139 7.849 -13.883  -0.58
C41 -15.575 7.464 -13.362  0.76
C42 -15.783 5.976 -13.223  -1.49
O14 -15.728 8.144 -12.187  -0.56
H99 -13.938 8.914 -13.999  -0.03
H100 -14.050 7.464 -14.898  -0.03
H101 -13.410 7.437 -13.184  0.56
H102 -16.309 7.803 -14.094  -0.10
H103 -15.493 5.439 -14.126  0.13
H104 -16.844 5.778 -13.070  0.50
H105 -15.209 5.517 -12.418  0.41
H106 -16.303 7.563 -11.684  0.37

# 6
C38H35CrN8O2S2 | wB97M-V/def2-TZVPD

Kohn-Sham gap (alpha / beta) ... 7.14 / 7.18 eV
Multiplicity ... 4
Max |F| ... 0.008 hartree/bohr
Charge ... +2

Last column: Mulliken charge in e.
Atoms and positions in Å:
Cr1 1.083 0.263 0.296  -0.76
C1 -0.420 -0.821 -3.596  -1.10
C2 -0.999 0.351 -4.079  -0.41
C3 -1.099 1.436 -3.243  -0.73
C4 -0.628 1.363 -1.926  0.14
N1 -0.009 0.242 -1.485  0.80
C5 0.062 -0.821 -2.310  -0.08
N2 -0.893 2.488 -1.150  -0.45
C6 -0.885 2.403 0.129  -0.01
N3 -0.438 1.322 0.848  0.61
C7 -0.822 1.420 2.145  0.02
N4 -0.738 0.471 3.028  -0.37
C8 -0.468 -0.832 2.619  0.13
C9 -0.847 -1.831 3.527  -0.82
C10 -0.688 -3.161 3.214  -0.35
C11 -0.150 -3.504 1.976  -1.16
C12 0.220 -2.484 1.133  -0.15
N5 0.092 -1.179 1.435  0.76
C13 -1.416 2.759 2.343  0.24
C14 -1.938 3.373 3.464  -0.27
C15 -2.462 4.653 3.302  -0.72
C16 -2.485 5.268 2.052  -0.63
C17 -1.990 4.629 0.919  -0.21
C18 -1.445 3.374 1.094  -0.10
H1 -0.342 -1.712 -4.201  0.53
H2 -1.378 0.405 -5.091  0.48
H3 -1.565 2.360 -3.551  0.59
H4 0.544 -1.702 -1.907  0.25
H5 -1.314 -1.517 4.450  0.56
H6 -0.997 -3.927 3.912  0.47
H7 -0.021 -4.532 1.673  0.48
H8 0.644 -2.705 0.162  0.29
H9 -1.948 2.879 4.427  0.55
H10 -2.869 5.177 4.155  0.44
H11 -2.909 6.260 1.963  0.43
H12 -2.029 5.094 -0.056  0.57
S1 2.387 2.011 -0.772  -0.09
C19 3.587 1.231 -1.642  0.24
N6 4.520 1.887 -2.301  0.19
C20 5.590 1.195 -3.023  -0.68
C21 5.028 -0.046 -3.652  -0.77
N7 4.368 -0.853 -2.617  0.20
C22 4.574 -2.314 -2.752  -1.43
C23 5.989 -2.675 -2.382  0.72
C24 6.438 -2.509 -1.074  -0.08
C25 7.747 -2.820 -0.746  -0.79
C26 8.614 -3.303 -1.719  -0.45
C27 8.170 -3.475 -3.020  -0.67
C28 6.859 -3.158 -3.351  -0.33
C29 3.672 -0.299 -1.658  0.74
S2 2.903 -1.201 -0.451  -0.33
C30 4.570 3.363 -2.387  -1.47
C31 4.168 3.817 -3.766  0.58
C32 2.882 3.560 -4.238  0.03
C33 2.518 3.962 -5.512  -0.75
C34 3.433 4.626 -6.322  -0.46
C35 4.709 4.887 -5.855  -0.64
C36 5.078 4.480 -4.579  -0.31
H13 6.407 0.965 -2.334  0.29
H14 5.954 1.873 -3.793  0.51
H15 5.823 -0.652 -4.082  0.51
H16 4.297 0.193 -4.429  0.31
H17 4.382 -2.554 -3.799  0.45
H18 3.830 -2.817 -2.141  0.55
H19 5.760 -2.147 -0.310  0.35
H20 8.093 -2.697 0.271  0.42
H21 9.633 -3.551 -1.458  0.41
H22 8.840 -3.859 -3.777  0.40
H23 6.510 -3.304 -4.367  0.41
H24 5.599 3.650 -2.165  0.45
H25 3.929 3.773 -1.611  0.55
H26 2.158 3.064 -3.601  0.39
H27 1.517 3.771 -5.874  0.44
H28 3.144 4.944 -7.314  0.40
H29 5.420 5.411 -6.480  0.40
H30 6.076 4.694 -4.212  0.41
N8 1.597 0.492 4.562  -0.06
C37 2.139 1.802 4.071  -0.96
C38 2.045 1.810 2.538  1.00
O1 1.988 2.878 1.976  -0.50
O2 1.993 0.621 2.021  -0.32
H31 0.586 0.556 4.715  0.39
H32 2.055 0.148 5.405  0.41
H33 1.738 -0.164 3.776  0.13
H34 3.170 1.902 4.405  0.39
H35 1.540 2.612 4.474  0.38

# 7
C5H12N2O | wB97M-V/def2-TZVPD

Relative energy (zero: lowest compared OMol25 entry of this formula, charge and spin) ... 2.378 eV
Kohn-Sham gap ... 9.93 eV
Max |F| ... 0.057 hartree/bohr

Last column: Mulliken charge in e.
Atoms and positions in Å:
C1 -1.692 0.648 -0.205  -1.49
C2 -0.195 0.902 -0.047  1.02
C3 0.207 2.054 -0.972  -1.53
C4 0.959 -0.284 -0.257  -1.22
N1 0.739 -1.491 0.469  0.42
N2 1.227 -1.667 1.779  -0.72
C5 -0.482 -2.158 0.054  -0.05
O1 -0.942 -2.236 -1.072  -0.51
H1 -2.264 1.577 -0.090  0.45
H2 -2.080 0.000 0.585  0.37
H3 -1.933 0.294 -1.213  0.32
H4 -0.033 1.226 0.988  0.06
H5 -0.423 2.936 -0.815  0.39
H6 1.234 2.380 -0.780  0.36
H7 0.132 1.742 -2.019  0.37
H8 1.915 0.151 0.055  0.49
H9 0.974 -0.513 -1.326  0.38
H10 2.192 -1.988 1.692  0.26
H11 1.262 -0.779 2.281  0.26
H12 -0.797 -2.794 0.893  0.39

# 8
C3H7NS | wB97M-V/def2-TZVPD

Relative energy (zero: lowest compared OMol25 entry of this formula, charge and spin) ... 1.735 eV
Kohn-Sham gap ... 10.14 eV
Max |F| ... 0.068 hartree/bohr

Last column: Mulliken charge in e.
Atoms and positions in Å:
S1 -2.024 0.068 -0.105  -0.22
C1 -0.422 -0.409 0.440  -0.72
C2 0.789 0.023 -0.367  0.38
C3 1.959 0.806 0.182  -0.64
N1 1.933 -0.715 -0.001  -0.59
H1 -1.842 1.371 0.029  0.10
H2 -0.323 -1.467 0.261  0.28
H3 -0.300 -0.288 1.576  0.32
H4 0.533 0.112 -1.561  0.25
H5 2.435 1.375 -0.550  0.33
H6 1.796 1.169 1.197  0.26
H7 2.593 -0.874 -0.786  0.25